Entry i
27
Properties=species:S:1:pos:R:3:lowdin_charge:R:1 method="wB97M-V/def2-TZVPD" homo_ev=-13.34 total_charge=+1 orbital_gap_ev=10.6 e_lumo_ev=-2.725
C 1.478 0.501 0.093 -0.195
C 1.209 2.795 -0.377 0.027
C 3.215 -1.238 0.365 -0.067
C -0.214 -1.734 -1.069 -0.099
C -2.502 0.010 -0.654 -0.103
C -1.942 0.279 1.594 -0.069
N 0.677 1.379 -0.190 0.058
N 2.315 -0.297 -0.153 0.124
N -0.504 -1.131 0.291 -0.032
N -1.424 0.074 0.249 -0.334
H 2.281 2.697 -0.408 0.091
H 0.792 3.498 0.382 0.105
H 0.800 3.248 -1.223 0.063
H 3.236 -2.210 -0.131 0.090
H 4.241 -0.795 0.257 0.121
H 2.961 -1.551 1.347 0.082
H 0.654 -2.360 -1.019 0.054
H -0.992 -2.448 -1.522 0.108
H 0.091 -1.045 -1.892 0.096
H -3.050 -0.968 -0.492 0.117
H -3.209 0.857 -0.418 0.119
H -2.326 0.129 -1.756 0.109
H -2.130 1.344 1.912 0.117
H -2.910 -0.234 1.723 0.101
H -1.206 0.041 2.364 0.095
H -0.400 0.959 -0.060 0.096
H -1.139 -1.798 0.785 0.129

Entry ii
27
Properties=species:S:1:pos:R:3:lowdin_charge:R:1 method="wB97M-V/def2-TZVPD" homo_ev=-13.66 total_charge=+1 orbital_gap_ev=10.6 e_lumo_ev=-3.037
C -4.263 0.498 0.111 -0.054
C 3.882 -1.139 0.465 -0.023
C -2.784 0.245 0.631 -0.254
C -1.698 0.443 -0.408 -0.189
C 0.665 0.797 -0.759 0.111
C -0.299 0.004 0.112 -0.417
N 3.067 1.699 -0.387 0.148
N -0.062 -1.385 -0.151 0.016
N 2.639 -0.524 0.100 -0.010
N 2.453 0.675 -0.213 -0.217
H -4.805 0.238 0.992 0.062
H -4.313 1.533 -0.103 0.061
H -4.483 -0.156 -0.735 0.080
H 4.469 -1.743 -0.172 0.084
H 4.557 -0.406 0.864 0.086
H 3.753 -1.908 1.175 0.083
H -2.582 -0.735 1.114 0.104
H -2.556 0.861 1.535 0.121
H -1.636 1.485 -0.690 0.111
H -1.946 -0.190 -1.303 0.140
H 0.550 1.889 -0.729 0.123
H 0.798 0.316 -1.703 0.114
H -0.264 0.155 1.160 0.142
H 4.091 2.045 -0.164 0.167
H -0.201 -1.535 -1.147 0.101
H -0.702 -2.045 0.388 0.148
H 1.670 -1.118 0.019 0.163

Which is more stable than every other structure shown? entry i is more stable than every other one.